{
  "formula": "C15H18ClN7",
  "method": "wB97M-V/def2-TZVPD",
  "symbols": ["Cl", "N", "N", "N", "N", "N", "N", "N", "C", "C", "C", "C", "C", "C", "C", "C", "C", "C", "C", "C", "C", "C", "C", "H", "H", "H", "H", "H", "H", "H", "H", "H", "H", "H", "H", "H", "H", "H", "H", "H", "H"],
  "coordinates": [[-5.772, -0.428, -1.756], [3.379, 0.477, -1.314], [0.067, -0.177, 0.863], [1.943, -1.015, -0.317], [1.571, 1.318, -0.184], [0.450, -2.434, 0.693], [0.340, 4.404, 0.344], [-0.237, 2.096, 0.990], [0.502, 1.024, 0.529], [-3.313, 0.220, 1.306], [-2.545, 1.290, 0.869], [0.091, 3.321, 0.628], [-0.753, -2.701, 1.434], [0.833, -1.182, 0.402], [-3.778, 1.303, -1.202], [4.208, -0.597, -1.791], [1.219, -3.576, 0.276], [-1.458, 1.866, 1.741], [-2.789, 1.827, -0.389], [-4.532, 0.233, -0.748], [2.276, 0.249, -0.590], [3.795, 1.814, -1.650], [-4.308, -0.312, 0.505], [-4.903, -1.144, 0.848], [4.266, -0.573, -2.882], [-1.777, 2.826, 2.161], [0.625, -4.210, -0.389], [3.774, -1.539, -1.469], [4.789, 2.012, -1.241], [-1.263, -1.759, 1.613], [-1.230, 1.173, 2.556], [-2.201, 2.662, -0.741], [-0.515, -3.181, 2.388], [1.518, -4.166, 1.146], [-3.963, 1.722, -2.178], [3.081, 2.517, -1.230], [5.219, -0.502, -1.385], [-3.138, -0.202, 2.285], [3.833, 1.933, -2.736], [2.102, -3.225, -0.249], [-1.404, -3.366, 0.861]],
  "lumo_energy_ev": 0.629,
  "multiplicity": 1,
  "smiles": "CN(C)c1nc(N(C)C)nc(N(C#N)Cc2ccc(Cl)cc2)n1",
  "max_force_ev_per_a": 1.046,
  "orbital_gap_ev": 9.438,
  "molar_mass_g_mol": 331.8,
  "e_tot_ha": -1425.9205
}

---

{
  "formula": "C15H18ClNO4",
  "method": "wB97M-V/def2-TZVPD",
  "symbols": ["Cl", "O", "O", "O", "O", "N", "C", "C", "C", "C", "C", "C", "C", "C", "C", "C", "C", "C", "C", "C", "C", "H", "H", "H", "H", "H", "H", "H", "H", "H", "H", "H", "H", "H", "H", "H", "H", "H", "H"],
  "coordinates": [[2.891, -5.185, -1.343], [1.179, 2.354, -0.108], [-2.415, -0.881, -0.228], [-3.556, 1.542, -0.385], [-2.771, 3.604, -0.459], [-0.217, -1.393, 0.120], [-0.244, 3.746, 1.195], [-1.302, -0.597, 0.193], [-0.115, 2.944, -0.120], [-1.034, 0.764, 0.802], [2.408, -2.372, -0.209], [-0.092, -2.678, -0.432], [-2.571, 2.422, -0.389], [1.207, -3.188, -0.592], [-1.154, 1.834, -0.305], [-1.042, -4.694, -1.321], [2.018, 3.237, 0.601], [1.328, -4.469, -1.119], [-1.205, -3.426, -0.794], [0.223, -5.223, -1.484], [1.175, 3.740, 1.778], [2.428, -2.190, 0.867], [2.910, 2.683, 0.898], [0.362, -6.212, -1.891], [-1.908, -5.271, -1.603], [-3.258, 0.591, -0.348], [-2.190, -3.011, -0.667], [3.318, -2.902, -0.472], [1.248, 3.044, 2.615], [-0.594, 4.752, 0.981], [2.413, -1.415, -0.732], [-0.194, 3.631, -0.974], [-0.958, 3.283, 1.871], [2.313, 4.076, -0.044], [-0.034, 0.820, 1.232], [-0.947, 1.363, -1.275], [0.654, -0.991, 0.437], [1.496, 4.721, 2.116], [-1.771, 0.947, 1.588]],
  "relative_energy_kcal_mol": 0.0,
  "lumo_energy_ev": 0.430,
  "multiplicity": 1,
  "smiles": "Cc1c(Cl)cccc1NC(=O)C[C@@H](C(=O)O)[C@H]1CCCO1",
  "max_force_ev_per_a": 0.707,
  "orbital_gap_ev": 9.543,
  "molar_mass_g_mol": 311.8,
  "e_tot_ha": -1398.3518
}

---

{
  "formula": "C15H18F5GeNOPdSe",
  "method": "wB97M-V/def2-TZVPD",
  "symbols": ["Pd", "Se", "Ge", "F", "F", "F", "F", "F", "O", "N", "C", "C", "C", "C", "C", "C", "C", "C", "C", "C", "C", "C", "C", "C", "C", "H", "H", "H", "H", "H", "H", "H", "H", "H", "H", "H", "H", "H", "H", "H", "H", "H", "H"],
  "coordinates": [[0.072, 2.223, 0.947], [-0.889, 3.605, -1.155], [-1.411, -0.740, 0.580], [0.831, 3.496, 5.053], [-1.047, 3.783, 3.199], [1.997, 2.149, 3.845], [-0.707, 1.701, 3.847], [1.686, 4.196, 3.203], [1.385, 1.067, -0.564], [-3.842, 4.017, -0.872], [0.161, -1.131, 1.671], [1.880, -3.093, -2.912], [1.439, -0.945, -1.843], [-2.301, -2.524, 0.434], [3.442, 0.687, -1.652], [0.514, -3.351, -2.939], [-0.369, -2.420, -2.427], [-2.764, 0.467, 1.298], [2.009, 0.322, -1.295], [1.074, 3.131, 3.756], [-2.695, 3.849, -0.963], [2.319, -1.895, -2.376], [-0.169, 2.700, 2.962], [0.052, -1.205, -1.861], [-0.977, -0.289, -1.313], [3.609, 1.703, -1.303], [-0.169, -1.540, 2.629], [-3.162, -2.487, -0.239], [4.149, 0.024, -1.143], [3.381, -1.690, -2.361], [-3.745, -0.020, 1.299], [-2.805, 1.382, 0.709], [-2.659, -2.824, 1.423], [-1.609, -3.290, 0.075], [2.590, -3.810, -3.305], [0.787, -1.874, 1.167], [-2.488, 0.754, 2.313], [0.709, -0.203, 1.844], [-1.434, -2.622, -2.453], [3.633, 0.623, -2.725], [-0.696, 0.760, -1.333], [-1.917, -0.411, -1.858], [0.138, -4.276, -3.362]],
  "relative_energy_kcal_mol": 0.0,
  "lumo_energy_ev": [4.539, 4.537],
  "multiplicity": 1,
  "max_force_ev_per_a": 0.453,
  "orbital_gap_ev": [3.893, 3.982],
  "total_charge": -2,
  "molar_mass_g_mol": 581.3,
  "e_tot_ha": -5817.9469
}

---

{
  "formula": "C15H18FI2NO6P",
  "method": "wB97M-V/def2-TZVPD",
  "symbols": ["I", "I", "P", "F", "O", "O", "O", "O", "O", "O", "N", "C", "C", "C", "C", "C", "C", "C", "C", "C", "C", "C", "C", "C", "C", "C", "H", "H", "H", "H", "H", "H", "H", "H", "H", "H", "H", "H", "H", "H", "H", "H", "H", "H"],
  "coordinates": [[-2.395, -0.717, -3.275], [2.528, 0.018, -2.915], [-4.316, -1.528, -0.967], [-1.895, -0.912, 2.471], [-4.038, 1.503, -3.099], [-3.644, -2.253, 0.412], [-5.775, -1.963, -1.114], [-3.419, -2.215, -2.321], [-3.977, 1.218, 1.369], [3.164, 0.615, 0.338], [-4.228, 0.285, -0.915], [-0.646, 0.671, -4.177], [0.697, 0.087, -0.110], [4.341, -0.195, 0.103], [-1.283, 1.426, 2.904], [-0.594, 0.529, -2.535], [0.698, 0.237, -1.708], [-1.969, 0.660, -1.680], [5.155, -0.482, 1.486], [-1.956, 0.513, -0.119], [2.028, -0.209, 0.717], [-3.519, 0.917, -2.100], [-3.471, 0.742, 0.318], [4.630, 0.416, 2.721], [-0.645, 0.208, 0.691], [-0.786, 0.037, 2.266], [-1.398, 2.197, 2.066], [5.101, -1.575, 1.817], [-3.963, -1.836, 1.245], [5.101, 0.322, -0.598], [-2.629, -2.662, -1.894], [0.112, -0.431, 2.783], [-0.584, 1.863, 3.693], [-0.533, -0.347, -4.712], [0.089, 1.468, -4.589], [3.633, 0.024, 3.154], [-1.709, 1.039, -4.439], [5.420, 0.330, 3.558], [4.518, 1.522, 2.423], [2.241, -1.343, 0.630], [6.271, -0.246, 1.298], [1.874, -0.027, 1.849], [-2.338, 1.297, 3.355], [4.110, -1.203, -0.399]],
  "lumo_energy_ev": 2.186,
  "multiplicity": 1,
  "max_force_ev_per_a": 9.077,
  "orbital_gap_ev": 5.017,
  "total_charge": -1,
  "molar_mass_g_mol": 612.1,
  "e_tot_ha": -2124.7344
}

---

{
  "formula": "C15H18FN6PdSi",
  "method": "wB97M-V/def2-TZVPD",
  "symbols": ["Pd", "Si", "F", "N", "N", "N", "N", "N", "N", "C", "C", "C", "C", "C", "C", "C", "C", "C", "C", "C", "C", "C", "C", "C", "H", "H", "H", "H", "H", "H", "H", "H", "H", "H", "H", "H", "H", "H", "H", "H", "H", "H"],
  "coordinates": [[0.510, -0.337, -0.075], [-1.415, 1.716, 0.261], [-0.849, -2.488, -0.086], [-1.665, -0.013, 0.167], [3.537, -3.395, -0.590], [4.261, -2.295, -0.588], [5.209, 1.880, -0.396], [2.117, -1.784, -0.336], [2.699, 0.959, -0.206], [-0.203, 1.811, 1.771], [2.241, -3.101, -0.439], [-2.207, -2.309, 0.064], [-4.879, -1.736, 0.373], [-3.088, -3.350, 0.081], [3.707, 0.101, -0.367], [5.031, 0.600, -0.466], [-2.975, 2.792, 0.492], [2.929, 2.256, -0.140], [3.404, -1.313, -0.434], [-4.452, -3.064, 0.238], [4.246, 2.742, -0.239], [-3.996, -0.690, 0.356], [-2.593, -0.933, 0.197], [-0.526, 2.031, -1.433], [-1.249, 2.006, -2.245], [-0.061, 3.012, -1.464], [-0.751, 1.666, 2.699], [-3.656, 2.668, -0.346], [-2.671, 3.836, 0.533], [-5.168, -3.874, 0.255], [-2.748, -4.371, -0.024], [0.273, 2.785, 1.842], [5.877, -0.067, -0.597], [0.590, 1.033, 1.745], [-4.320, 0.333, 0.459], [-3.477, 2.546, 1.424], [-5.936, -1.534, 0.493], [4.480, 3.799, -0.190], [1.442, -3.822, -0.408], [0.246, 1.268, -1.671], [2.097, 2.937, -0.009], [3.989, -4.301, -0.698]],
  "lumo_energy_ev": [-10.868, -14.658],
  "multiplicity": 5,
  "max_force_ev_per_a": 2.666,
  "orbital_gap_ev": [6.968, 4.073],
  "total_charge": 3,
  "molar_mass_g_mol": 435.9,
  "e_tot_ha": -1427.0022
}

---

{
  "formula": "C15H18MnN3O4S7",
  "method": "wB97M-V/def2-TZVPD",
  "symbols": ["Mn", "S", "S", "S", "S", "S", "S", "S", "O", "O", "O", "O", "N", "N", "N", "C", "C", "C", "C", "C", "C", "C", "C", "C", "C", "C", "C", "C", "C", "C", "H", "H", "H", "H", "H", "H", "H", "H", "H", "H", "H", "H", "H", "H", "H", "H", "H", "H"],
  "coordinates": [[0.310, -0.013, 0.108], [1.669, 0.419, -1.671], [-1.010, -1.439, -1.313], [-0.564, 2.277, -0.123], [0.571, -3.614, -2.732], [2.950, -2.016, -2.969], [2.938, -4.755, -4.116], [2.533, -2.204, 1.753], [-0.656, -0.183, 1.744], [1.834, -1.219, 0.945], [-0.584, -0.877, 3.851], [3.767, -2.724, 1.260], [-2.876, 1.010, -0.209], [-2.487, 2.174, 1.727], [1.560, -3.474, 1.962], [0.314, -3.477, 2.748], [2.536, -0.081, 3.457], [-4.105, 0.413, 0.272], [2.743, -1.446, 3.316], [3.331, -1.625, 5.626], [0.461, -1.988, -2.110], [3.145, -2.226, 4.393], [3.127, -0.257, 5.793], [3.314, 0.397, 7.134], [1.570, -1.247, -2.226], [-0.761, -2.562, 2.185], [-0.630, -1.121, 2.664], [2.733, 0.502, 4.695], [2.224, -3.561, -3.252], [-2.083, 1.776, 0.521], [3.616, -0.325, 7.891], [-1.781, 2.587, 2.314], [3.637, -2.227, 6.473], [-3.260, 1.724, 2.187], [2.387, 0.868, 7.465], [-4.548, -0.161, -0.536], [-1.723, -2.905, 2.573], [3.309, -3.289, 4.273], [-0.792, -2.629, 1.098], [0.499, -3.230, 3.796], [-0.026, -4.510, 2.693], [2.210, 0.510, 2.613], [2.117, -4.317, 1.995], [-2.498, 0.724, -1.104], [-3.910, -0.265, 1.107], [-4.815, 1.182, 0.581], [4.076, 1.177, 7.083], [2.564, 1.565, 4.814]],
  "relative_energy_kcal_mol": 12.1,
  "lumo_energy_ev": [-1.955, 0.124],
  "multiplicity": 5,
  "max_force_ev_per_a": 0.725,
  "orbital_gap_ev": [5.119, 7.311],
  "molar_mass_g_mol": 583.7,
  "e_tot_ha": -4986.0294
}